No. 1
32
Properties=species:S:1:pos:R:3:forces:R:3 method="wB97M-V/def2-TZVPD" homo_lumo_gap_ev=9.228 total_charge=0 homo_ev=-9.38
C -1.76516 0.17969 1.57324 0.1 -0.3 0.1
C -3.03924 -1.50726 0.92615 0.1 0.2 0.1
C -3.26190 0.39050 -0.65886 0.0 0.2 0.2
H 3.56947 0.12359 -2.24702 0.0 0.0 0.0
C 2.58372 0.69143 0.87121 0.0 -0.1 0.5
O -0.64408 2.00456 0.61606 -0.2 0.1 -0.6
C 1.41342 -0.15063 -2.40609 0.0 -0.1 -0.2
O -4.20268 -0.12439 -1.21038 0.1 0.0 -0.2
C 2.66289 -0.27316 -0.30556 -0.2 -0.7 -0.4
H -3.72962 -2.18346 0.46765 -0.2 -0.1 -0.2
C 2.66373 0.36995 -1.69632 0.2 0.2 0.1
O -2.68338 1.49224 -1.13639 0.8 0.4 0.9
C -1.03368 1.48721 1.70895 -0.6 -0.3 0.1
O 1.78141 0.33003 1.77224 0.1 -0.6 0.0
H -1.95175 1.81354 -0.49364 -0.6 -0.5 -0.7
O 3.27587 1.71098 0.84361 0.3 0.1 -0.3
H 1.64918 -1.03508 -3.00368 0.0 0.0 0.0
H 1.56468 -2.08781 -0.37031 -0.2 0.4 0.0
H 0.96627 0.58221 -3.07104 0.0 0.1 0.0
H -2.37537 -2.66874 2.57232 0.0 0.3 -0.2
K 1.29746 2.67017 2.20491 0.9 1.5 0.4
N -2.34345 -1.81435 2.02899 0.2 0.2 0.2
H -0.01474 0.34298 -0.81304 0.1 -0.1 -0.2
H -0.28723 -1.27165 -1.53155 0.0 0.1 -0.1
O -0.85298 1.94944 2.83386 -0.7 -0.2 0.4
N 1.38294 -1.08737 -0.23883 0.2 -0.3 -0.4
H 3.49636 -0.95820 -0.11740 -0.1 0.2 -0.1
H 1.02888 -0.89729 0.71739 0.1 0.1 0.4
H 2.63830 1.45256 -1.57087 0.0 0.0 0.0
C -2.68949 -0.21521 0.57630 -0.2 -0.6 -0.3
C 0.46581 -0.52168 -1.29103 -0.2 -0.1 0.5
N -1.56562 -0.79482 2.44916 0.0 -0.1 0.1

=====

No. 2
23
Properties=species:S:1:pos:R:3:forces:R:3 method="wB97M-V/def2-TZVPD" homo_lumo_gap_ev=8.172 total_charge=+1 homo_ev=-13.27 e_above_lowest_kcal_mol=82.3
C -0.85940 0.03745 0.35102 -0.9 0.0 -0.6
H 4.29393 0.67770 -0.16425 2.1 0.8 -0.5
H -1.52106 -0.52592 2.08856 -0.1 -0.5 0.6
H -2.43168 3.29495 0.07863 -0.8 1.3 -0.3
C 0.55770 0.18386 0.21730 1.5 3.1 -2.1
H 0.27119 1.89338 -1.10330 0.5 0.1 0.1
N -1.74015 -0.48976 -1.49385 -0.7 0.4 0.4
C -2.21202 2.28288 0.08557 0.8 -0.9 0.9
H -1.09383 -0.37997 -2.25398 0.3 0.5 -0.4
C 2.86617 -0.28429 0.88172 -3.0 -0.2 -1.8
H -2.27607 -1.33039 -1.71496 0.1 -0.1 0.5
C 1.03930 1.32433 -0.57660 0.2 -1.8 0.0
C 1.49305 -0.62851 0.83412 0.4 1.3 0.7
H -0.92234 -1.93752 1.23405 0.7 -1.2 -0.1
C -1.66367 1.24909 0.35556 0.7 -0.2 -0.7
H -2.48538 -1.18265 0.83172 0.0 -0.3 0.1
H 0.99884 -1.35373 1.41093 0.4 -1.4 0.9
H 3.50204 -0.95413 1.38956 1.0 -0.2 0.6
C -1.45188 -1.04107 1.12844 -1.3 1.2 1.0
C 2.41777 1.43965 -0.81594 -2.3 -1.1 2.2
H 2.87209 2.07494 -1.47450 0.5 1.8 -1.8
C 3.27157 0.69697 -0.03022 -0.8 -1.9 1.2
H -2.40439 0.30010 -1.38675 0.6 -0.7 -0.8

=====

No. 3
24
Properties=species:S:1:pos:R:3:forces:R:3 method="wB97M-V/def2-TZVPD" homo_lumo_gap_ev=9.359 smiles=c1ccc(C2N3CCCN23)cc1 total_charge=0 homo_ev=-8.44 e_above_lowest_kcal_mol=53.4
H -2.89871 2.10767 0.25494 0.0 -0.2 -0.4
H 2.97941 -1.50697 0.68534 0.3 -0.2 -0.5
C -0.51714 -0.01053 -0.81971 -0.4 -0.1 0.4
C 1.87236 1.22099 0.40624 0.5 0.0 1.8
H 2.12893 0.04226 2.21014 0.1 -0.3 0.1
H 1.15776 2.05026 0.48381 -0.2 -0.5 0.0
H -0.67589 2.11529 -0.78993 0.0 0.3 -0.1
H 1.35834 -2.10822 0.40905 0.1 0.6 0.2
C 1.99159 -1.20302 0.34976 -0.2 -0.3 2.0
C 0.80581 -0.03688 -1.42722 2.5 1.0 -1.2
C 1.58241 -0.02150 1.27504 -0.6 0.2 0.0
C -1.18210 1.18891 -0.59038 0.4 -0.3 -0.1
H -0.59531 -2.10361 -0.72236 -0.3 0.0 0.2
H -2.94318 -2.16212 0.19267 0.1 0.1 -0.1
H 0.52731 -0.07657 1.49574 -0.3 0.0 0.2
C -2.44235 1.16518 -0.05644 -1.0 0.5 0.9
C -2.45571 -1.21327 -0.02463 0.0 -0.5 0.3
C -1.14664 -1.19173 -0.50265 -0.3 -0.7 -0.4
C -3.11469 -0.02908 0.23441 0.4 0.5 -0.3
H 0.86640 0.06862 -2.53031 -0.7 -0.3 0.7
N 2.03290 -0.71564 -0.98647 -0.4 0.0 -0.7
N 1.95939 0.73216 -0.91836 0.0 0.8 -2.4
H -4.12068 -0.00727 0.64675 0.2 0.0 -0.1
H 2.82977 1.69509 0.72457 -0.3 -0.5 -0.5